The following is a quantum chemistry calculation of one molecule with the formula C7H10N2 at a distorted geometry, from the OMol25 dataset.

Last column: Löwdin charge in e.
Cartesian coordinates (Å):
H 2.81394 2.10115 1.00959  0.07
N 2.26473 1.25344 0.87858  0.18
C 1.03987 1.33305 0.90543  -0.24
N -0.28148 1.90739 1.60330  0.14
C -0.28523 0.76955 0.76144  -0.47
C -0.22387 -0.73947 1.32149  -0.09
C 0.15606 -1.52701 0.07344  -0.15
C -0.35709 -0.72336 -1.10374  -0.30
C -0.34166 -1.12788 -2.36305  0.05
C -0.86744 0.61517 -0.63312  -0.08
H -0.88352 2.66974 1.32106  0.08
H -1.24245 -0.93786 1.64597  0.11
H 0.45777 -0.86665 2.15611  0.11
H 1.24405 -1.61271 0.00431  0.12
H -0.26059 -2.53681 0.07844  0.12
H -0.70174 -0.50380 -3.16644  0.06
H -0.00010 -2.11323 -2.63574  0.06
H -1.96198 0.61278 -0.55183  0.13
H -0.56928 1.42650 -1.30524  0.13

Output
E in eV: -10398.1341
E_LUMO in eV: 0.891
Energy above the lowest of the compared OMol25 structures with the same formula, charge and spin in kJ/mol: 335.5
Orbital gap in eV: 9.49
Strongest force on any atom in Eh/bohr: 0.0913
HOMO in eV: -8.596